Model A:
The following is a quantum chemistry calculation of the ion C5H9O with charge -1, from the Open Molecules 2025 dataset.

Computed properties:
Total charge ... -1
E_LUMO ... 4.044 eV
Molecular weight ... 85.13 g mol⁻¹
Frontier orbital gap ... 6.3 eV

XYZ file:
```
15
C5H9O | the Open Molecules 2025 dataset | wB97M-V/def2-TZVPD
C 0.9040 -0.3180 2.0850
C 1.2361 -0.4532 0.7964
C 0.9044 0.4926 -0.4037
C -0.2339 -0.0838 -1.1752
C -1.7088 0.0991 -0.7566
O -2.6707 -0.5616 -1.3602
H 0.4495 0.5629 2.4703
H 0.9501 -1.2100 2.8340
H 1.4544 -1.4154 0.5147
H 1.6928 0.9088 -1.0594
H 0.3058 1.4477 -0.0401
H 0.1070 0.3643 -2.1219
H 0.1381 -1.1577 -1.2542
H -1.6846 1.3016 -0.9599
H -1.8441 0.0226 0.4308
```

---

Model B:
The following is a quantum chemistry calculation of the ion C5H9O with charge -1, from the Open Molecules 2025 dataset.

Computed properties:
Total charge ... -1
E_LUMO ... 3.837 eV
Molecular weight ... 85.13 g mol⁻¹
Frontier orbital gap ... 6.0 eV

XYZ file:
```
15
C5H9O | the Open Molecules 2025 dataset | wB97M-V/def2-TZVPD
C 0.5620 -0.8082 2.3435
C 0.8743 -0.5784 1.0777
C 0.4083 0.6083 0.2897
C 0.1798 0.3189 -1.2319
C -1.3494 0.1436 -1.5664
O -1.7184 0.3380 -2.8220
H 0.0225 -0.0815 2.9373
H 0.8114 -1.7538 2.8116
H 1.5031 -1.2525 0.5088
H 1.2627 1.2753 0.2009
H -0.4277 1.1225 0.7580
H 0.5830 1.1713 -1.7875
H 0.6870 -0.5737 -1.6059
H -1.8260 0.9066 -0.8698
H -1.5725 -0.8364 -1.0440
```

---

Model C:
The following is a quantum chemistry calculation of the ion C5H9O with charge -1, from the Open Molecules 2025 dataset.

Computed properties:
Total charge ... -1
E_LUMO ... 3.888 eV
Molecular weight ... 85.13 g mol⁻¹
Frontier orbital gap ... 5.8 eV

XYZ file:
```
15
C5H9O | the Open Molecules 2025 dataset | wB97M-V/def2-TZVPD
C 2.3932 0.9252 -0.1724
C 1.1214 0.6528 0.1990
C 0.4195 -0.5490 -0.3758
C -0.8629 -0.9615 0.2528
C -2.0396 0.1708 0.1027
O -2.6922 0.3123 1.2328
H 2.8966 0.3494 -0.9729
H 3.0460 1.6928 0.2449
H 0.6289 1.4366 0.7668
H 0.1809 -0.4118 -1.4057
H 1.1876 -1.3470 -0.3196
H -0.6711 -1.1594 1.3483
H -1.3196 -1.9448 -0.0226
H -1.5642 1.0484 -0.2828
H -2.7245 -0.2148 -0.5956
```

---

Model D:
The following is a quantum chemistry calculation of the ion C5H9O with charge -1, from the Open Molecules 2025 dataset.

Computed properties:
Total charge ... -1
E_LUMO ... 4.034 eV
Molecular weight ... 85.13 g mol⁻¹
Frontier orbital gap ... 6.3 eV

XYZ file:
```
15
C5H9O | the Open Molecules 2025 dataset | wB97M-V/def2-TZVPD
C 1.3299 2.3423 -0.0458
C 1.7374 1.0582 0.1123
C 0.9357 -0.0417 0.7896
C -0.3387 -0.2476 -0.0852
C -1.2046 -1.5121 0.0398
O -2.3315 -1.4716 -0.7143
H 0.3427 2.8016 0.3515
H 1.6465 2.8994 -0.9517
H 2.3397 0.6590 -0.7212
H 0.6388 0.1789 1.8087
H 1.6393 -0.8575 0.8978
H -1.0032 0.6632 -0.2149
H 0.1565 -0.2241 -1.1035
H -1.3633 -1.5366 1.2165
H -0.4974 -2.3189 -0.2601
```

---

Most stable to least stable, the ends of the list are model B and model A.

---

Model A:
The following is a quantum chemistry calculation of the molecule C2H5NO2S, from the Open Molecules 2025 dataset.

Computed properties:
E_LUMO ... 0.538 eV
Molecular weight ... 107.13 g mol⁻¹
Frontier orbital gap ... 9.2 eV

XYZ file:
```
11
C2H5NO2S | the Open Molecules 2025 dataset | wB97M-V/def2-TZVPD
C 1.3729 1.2383 0.0737
O 0.0904 0.6234 -0.0827
C -0.0108 -0.7211 0.0000
S 1.2814 -1.8077 0.0673
N -1.2906 -1.1050 -0.0854
O -2.3490 -0.2861 0.2668
H 1.2458 2.3164 -0.0604
H 1.8052 1.0083 1.1366
H 2.1163 0.8428 -0.6327
H -1.5249 -2.0871 -0.0809
H -2.7367 -0.0223 -0.6023
```

---

Model B:
The following is a quantum chemistry calculation of a structure of composition C2H5NO2S, from the Open Molecules 2025 dataset.

Computed properties:
E_LUMO ... -0.292 eV
Molecular weight ... 107.13 g mol⁻¹
Frontier orbital gap ... 9.8 eV

XYZ file:
```
11
C2H5NO2S | the Open Molecules 2025 dataset | wB97M-V/def2-TZVPD
C 0.6956 -0.9458 -0.6216
C 0.8213 0.9438 0.8953
N 0.2603 0.1750 -0.2402
O -2.3334 0.7297 -1.4756
O -2.1252 -1.4244 -0.3128
S -1.9964 0.1110 -0.2178
H 0.1328 -1.5209 -1.3071
H 1.6586 -1.2394 -0.1598
H 0.8228 1.9479 0.6257
H 1.9654 0.5459 1.1598
H 0.0981 0.6773 1.6541
```

---

Most stable to least stable, the ends of the list are model A and model B.

---

Model A:
The following is a quantum chemistry calculation of a structure of composition C2H5NO2S, from the Open Molecules 2025 dataset.

Computed properties:
E_LUMO ... 0.208 eV
Molecular weight ... 107.13 g mol⁻¹
Frontier orbital gap ... 9.7 eV

XYZ file:
```
11
C2H5NO2S | the Open Molecules 2025 dataset | wB97M-V/def2-TZVPD
C 1.2084 0.8721 0.1018
C 0.0000 -1.3857 -0.2807
N 0.1231 1.5391 0.0471
O -1.9070 -0.0609 -1.3947
O -1.6197 0.2892 1.0379
S -1.2446 -0.3290 -0.1713
H 1.8421 0.7337 1.0271
H 1.6510 0.4164 -0.8085
H -0.1309 -2.1255 -1.1109
H 0.4650 -1.6921 0.6203
H -0.3873 1.7427 0.9320
```

---

Model B:
The following is a quantum chemistry calculation of a cluster of 2 separate species, C2H5NO2S in total, from the Open Molecules 2025 dataset.

Computed properties:
E_LUMO ... -0.018 eV
Molecular weight ... 107.13 g mol⁻¹
Frontier orbital gap ... 8.4 eV

XYZ file:
```
11
C2H5NO2S | the Open Molecules 2025 dataset | wB97M-V/def2-TZVPD
C -0.9474 -1.4418 -1.3533
N -1.2640 -1.0104 -0.2179
O -0.6260 -0.6255 0.7268
O -2.7052 -0.9380 -0.1250
H 0.1342 -1.6802 -1.4012
H -1.7503 -1.5077 -2.0971
H -3.0369 -0.6088 0.6835
C 1.9132 1.6008 1.6436
S 2.3711 0.0832 1.8177
H 0.7516 1.7708 1.3797
H 2.6512 2.3272 1.6857
```

---

Most stable to least stable, the ends of the list are model A and model B.

---

Model A:
The following is a quantum chemistry calculation of a cluster of 2 separate species, C5H13NO2 in total, from the Open Molecules 2025 dataset.

Computed properties:
Total charge ... +1
Spin multiplicity ... 2
⟨S²⟩ ... 0.75
E_LUMO (alpha / beta) ... -2.920 / -7.991 eV
Molecular weight ... 119.16 g mol⁻¹
Frontier orbital gap (alpha / beta) ... 10.9 / 5.7 eV

XYZ file:
```
21
C5H13NO2 | the Open Molecules 2025 dataset | wB97M-V/def2-TZVPD
C 1.4823 1.7530 -0.6284
N 0.1598 1.0663 -0.4176
C 0.0698 0.1023 0.6431
C -1.3681 0.1910 1.2702
C -1.3351 1.2547 2.3870
O -2.1731 2.0926 2.5032
C 0.3812 -1.3426 0.1557
H 1.8607 2.0083 0.3648
H 1.1773 2.7042 -1.0427
H 2.1911 1.0565 -1.0710
H -0.1762 0.7878 -1.3365
H 0.8207 0.3177 1.4008
H -2.0191 0.5365 0.4669
H -1.6966 -0.8012 1.5700
H -0.4604 1.1527 3.0609
H -0.5438 -1.8392 -0.1662
H 0.9358 -1.3488 -0.7773
H 0.7373 -1.9625 0.9679
H -0.1788 -2.2089 -3.7959
H 0.1025 -3.2310 -2.7021
O 0.0327 -2.2896 -2.8530
```

---

Model B:
The following is a quantum chemistry calculation of a cluster of 3 separate species, C5H13NO2 in total, from the Open Molecules 2025 dataset.

Computed properties:
Total charge ... +1
Spin multiplicity ... 2
⟨S²⟩ ... 0.77
E_LUMO (alpha / beta) ... -4.218 / -7.714 eV
Molecular weight ... 119.16 g mol⁻¹
Frontier orbital gap (alpha / beta) ... 9.1 / 5.6 eV

XYZ file:
```
21
C5H13NO2 | the Open Molecules 2025 dataset | wB97M-V/def2-TZVPD
N 3.5534 -0.7044 -0.2178
C 2.2787 -0.6939 0.2506
C 1.9981 -1.5263 1.3196
C -0.5952 1.1597 -1.5044
C 0.2477 0.1050 -0.8941
C 1.3919 0.3646 -0.2702
H 4.0317 -1.5653 -0.4153
H 3.9623 0.2002 -0.3836
H 2.7929 -2.1464 1.7430
H 1.1551 -1.7116 1.9726
H -1.1870 0.8695 -2.3749
H 0.0392 2.0234 -1.7446
H -1.2846 1.6317 -0.7813
H -0.0293 -0.9413 -0.9250
H 1.7986 1.3595 -0.1133
H -5.0175 0.0435 -0.7020
H -5.3129 1.5884 -0.5949
O -5.6758 0.7069 -0.4927
H -0.6614 -0.1794 1.8142
H -1.8683 -0.3024 2.6285
O -1.6177 -0.2813 1.6855
```

---

Model C:
The following is a quantum chemistry calculation of the ion C5H13NO2 with charge +1, from the Open Molecules 2025 dataset.

Computed properties:
Total charge ... +1
Spin multiplicity ... 2
⟨S²⟩ ... 0.76
E_LUMO (alpha / beta) ... -3.446 / -8.665 eV
Molecular weight ... 119.16 g mol⁻¹
Frontier orbital gap (alpha / beta) ... 10.4 / 5.1 eV

XYZ file:
```
21
C5H13NO2 | the Open Molecules 2025 dataset | wB97M-V/def2-TZVPD
C 0.4943 -1.0428 -2.0928
C 0.4375 -0.3790 -0.6443
C 0.3773 1.0671 -0.7858
C 0.5470 1.9409 0.5438
O 0.3392 3.2053 -0.0631
N -0.8306 -0.9811 -0.0699
C -0.8640 -1.1540 1.3461
O -0.3489 -2.4652 1.7162
H 1.3918 -1.0422 -2.7092
H 0.4493 -2.2371 -1.8877
H -0.4031 -0.7211 -2.6268
H 1.4233 -0.8075 -0.0695
H -0.5085 1.3606 -1.2761
H 1.1997 1.5338 -1.3909
H -0.1542 1.7255 1.3990
H 1.6147 1.9081 0.9015
H -0.6225 3.3067 -0.0373
H -1.0169 -1.9449 -0.4948
H -1.9159 -1.1759 1.7537
H -0.3674 -0.3894 1.9364
H -1.1505 -3.1630 1.5650
```

---

Most stable to least stable, the ends of the list are model A and model C.

---

Model A:
The following is a quantum chemistry calculation of a cluster of 2 separate species, C5H13NO2 in total, from the Open Molecules 2025 dataset.

Computed properties:
Total charge ... +1
Spin multiplicity ... 2
⟨S²⟩ ... 0.76
E_LUMO (alpha / beta) ... -4.180 / -9.132 eV
Molecular weight ... 119.16 g mol⁻¹
Frontier orbital gap (alpha / beta) ... 11.0 / 6.0 eV

XYZ file:
```
21
C5H13NO2 | the Open Molecules 2025 dataset | wB97M-V/def2-TZVPD
C -0.7174 2.2928 0.3878
C -0.8524 0.7793 0.4135
N 0.1423 0.0557 0.9755
C 1.2965 -1.9713 1.5161
C 0.1266 -1.4173 0.7785
C 0.1468 -1.8032 -0.7047
O -1.8638 0.2716 -0.0590
H 0.2280 2.4858 -0.1194
H -1.5214 2.8066 -0.1351
H -0.7364 2.6812 1.4072
H 1.0486 0.5159 0.9702
H 1.3725 -3.0363 1.3545
H 2.2121 -1.3865 1.3702
H 1.2394 -1.9163 2.6127
H -0.8621 -1.7474 1.0940
H -0.8123 -1.4959 -1.1325
H 0.2431 -2.8729 -0.9594
H 0.9762 -1.5148 -1.3418
H 0.7473 2.4679 -2.4363
H 0.8295 0.8944 -2.0992
O 1.0539 1.5769 -2.7199
```

---

Model B:
The following is a quantum chemistry calculation of a cluster of 3 separate species, C5H13NO2 in total, from the Open Molecules 2025 dataset.

Computed properties:
Total charge ... +1
Spin multiplicity ... 2
⟨S²⟩ ... 0.76
E_LUMO (alpha / beta) ... -6.111 / -6.630 eV
Molecular weight ... 119.16 g mol⁻¹
Frontier orbital gap (alpha / beta) ... 8.4 / 7.9 eV

XYZ file:
```
21
C5H13NO2 | the Open Molecules 2025 dataset | wB97M-V/def2-TZVPD
N 0.7014 -0.8364 1.3177
C -0.3510 -0.3293 0.3563
C 0.2164 0.5206 -0.8792
C -4.2683 -0.2312 0.1776
C -2.8229 -0.1151 -0.3496
C -1.7449 -0.4200 0.6053
H 0.4265 -0.2579 2.1425
H 1.6072 -0.3735 1.0703
H 0.4080 1.5273 -0.4558
H 0.8558 -0.0770 -1.5519
H -4.7964 0.8014 0.1530
H -4.3661 -0.6688 1.1987
H -4.9227 -0.8098 -0.5121
H -2.9072 -0.3759 -1.3574
H -2.1598 -0.8481 1.4821
H 3.8613 0.7620 -2.1709
H 4.5029 0.9439 0.7471
O 3.5875 0.6054 0.7207
H 3.2199 0.5161 -0.5517
H -0.6426 0.6350 -1.6926
O 3.1409 0.3359 -1.6192
```

---

Most stable to least stable, the ends of the list are model A and model B.

---

Model A:
The following is a quantum chemistry calculation of the ion C6H13N2 with charge +1, from the Open Molecules 2025 dataset.

Computed properties:
Total charge ... +1
E_LUMO ... -3.271 eV
Molecular weight ... 113.18 g mol⁻¹
Frontier orbital gap ... 8.3 eV

XYZ file:
```
21
C6H13N2 | the Open Molecules 2025 dataset | wB97M-V/def2-TZVPD
C 0.2187 1.3223 0.8208
C -1.0560 1.0096 0.7848
C 1.2177 0.2472 0.3928
C -1.3589 -0.4024 0.4323
C 0.7394 -1.0045 -0.2715
C 1.9462 1.0172 -0.7201
N 0.8793 -2.1129 0.5225
N -2.5020 -0.2289 -0.5279
H 0.4559 2.3087 1.0408
H -1.7918 1.7185 0.8325
H 1.9651 0.2019 1.2883
H -1.5459 -1.1617 1.0663
H 0.7482 -0.9184 -1.4197
H 1.2523 1.2801 -1.4489
H 2.7481 0.2937 -1.1038
H 2.4762 1.9815 -0.5983
H 1.0548 -2.9380 -0.0227
H 0.8704 -2.1037 1.5027
H -2.6909 -1.1044 -1.0349
H -2.2622 0.2768 -1.3714
H -3.3646 0.3175 -0.1645
```

---

Model B:
The following is a quantum chemistry calculation of a cluster of 2 separate species, C6H13N2 in total, from the Open Molecules 2025 dataset.

Computed properties:
Total charge ... +1
E_LUMO ... -4.462 eV
Molecular weight ... 113.18 g mol⁻¹
Frontier orbital gap ... 8.8 eV

XYZ file:
```
21
C6H13N2 | the Open Molecules 2025 dataset | wB97M-V/def2-TZVPD
C 0.0346 -1.7964 0.4256
C -1.3629 -1.7354 0.6142
C 0.6456 -1.0866 -0.5526
C -2.0475 -0.6210 0.2075
C -1.3730 0.5683 -0.0994
C 2.1071 -0.9790 -0.7237
N -1.9203 1.5582 -0.7634
N 1.1632 1.9769 0.8794
H 0.6189 -2.4357 1.0729
H -1.8767 -2.5676 1.0719
H 0.0502 -0.6746 -1.3590
H -3.1274 -0.6357 0.1501
H -0.3873 0.7807 0.3267
H 2.4333 -1.6630 -1.5085
H 2.6484 -1.2046 0.1876
H 2.3674 0.0207 -1.0659
H -1.4492 2.4470 -0.8494
H -2.8313 1.4680 -1.1965
H 2.0248 2.0469 0.3446
H 1.4234 1.6022 1.7857
H 0.8585 2.9307 1.0522
```

---

Most stable to least stable, the ends of the list are model B and model A.